Entry 1:
Entry from OMol25: a 9-piece molecular cluster, H19O9 overall in a non-equilibrium geometry (ωB97M-V with the def2-TZVPD basis set).

Geometry as XYZ:
```
28
Properties=species:S:1:pos:R:3:forces:R:3:lowdin_charge:R:1
O 2.681 -0.300 -3.101 -2.0 1.0 -0.7 -0.01
H -1.459 -0.640 -1.969 -0.2 0.0 0.1 0.07
H 4.322 -0.967 0.238 3.5 -1.4 0.9 0.01
O 0.157 -0.430 4.002 3.7 6.8 2.8 0.10
H 0.099 0.580 1.964 2.6 -2.0 -2.9 0.14
O -1.894 1.560 -3.069 2.1 -2.5 3.8 -0.02
H -2.370 -0.369 3.005 -2.1 -0.7 2.1 0.03
H -1.538 2.133 -2.362 -0.7 0.2 -1.4 0.07
O 1.352 0.237 -0.941 1.6 1.3 -1.9 0.18
H -2.283 1.936 -3.795 -1.3 2.2 -2.3 0.00
H 0.508 -1.126 4.406 2.1 -4.7 2.8 0.02
O 0.919 -0.040 1.534 -2.5 2.3 6.2 -0.22
H -0.849 -1.735 -1.140 0.6 -4.1 0.1 0.03
H 1.089 -0.201 2.661 0.1 -0.1 -3.8 0.15
O -0.989 -0.846 -1.148 -0.6 4.3 -0.5 0.03
H 2.078 -0.068 -1.605 -0.4 0.0 0.7 0.11
H 1.364 0.037 -0.004 0.7 -0.5 2.2 0.02
O -3.818 0.403 0.391 3.1 -9.9 -11.3 0.13
H 2.014 0.235 -3.608 0.1 -1.0 0.7 0.11
H -3.820 1.084 -0.220 0.2 1.6 -3.0 0.05
O -1.854 -0.117 2.294 1.5 1.0 -2.8 -0.03
H 0.449 0.060 -1.172 -2.0 -0.9 -1.0 0.05
H -3.964 0.842 1.032 -3.5 8.5 14.3 -0.12
O 3.506 -0.617 0.090 -3.2 0.4 -2.2 0.03
H -2.403 -0.031 1.475 0.5 -0.4 0.8 0.04
H -0.423 -0.665 3.416 -5.7 -2.5 -5.2 -0.08
H 3.422 0.113 -3.517 1.8 0.0 0.1 0.07
H 3.277 -0.017 0.765 0.0 1.0 1.5 0.02
```
Forces are in eV/Å.

The value obtained for the calculated total energy is -688.1837 hartree. The net charge is +1. As for the HOMO-LUMO gap: 11.68 eV. For the HOMO energy, the calculation gives -14.44 eV. The relative energy (zero: lowest compared OMol25 entry of this formula, charge and spin) comes out at 506.8 kJ/mol.



Entry 2:
Entry from OMol25: a 9-piece molecular cluster, H19O9 overall in a non-equilibrium geometry (ωB97M-V with the def2-TZVPD basis set).

Geometry as XYZ:
```
28
Properties=species:S:1:pos:R:3:forces:R:3:lowdin_charge:R:1
O 2.015 -0.762 3.061 0.9 0.4 -2.7 -0.03
H 0.837 0.616 -0.289 0.0 0.4 -0.6 0.11
H -1.199 -0.807 2.584 0.0 0.0 0.1 0.10
O 0.319 -1.239 -1.727 -0.4 -0.2 -0.7 -0.05
H -3.256 0.131 -3.342 -0.8 -1.1 0.5 0.03
O 1.051 0.008 0.436 -1.4 -1.3 0.9 0.21
H 0.030 -0.507 -2.300 0.1 0.4 0.4 0.04
H 0.831 -0.908 0.114 1.3 0.1 -1.2 0.13
O -1.372 1.358 -0.543 0.6 -0.3 0.3 -0.04
H -2.203 1.779 -0.774 -0.1 -0.1 -0.3 0.07
H -1.552 0.736 0.173 -0.5 0.4 -0.1 0.01
O 0.662 -3.383 1.962 0.8 0.6 0.2 -0.03
H -0.258 -3.147 2.040 -0.3 -0.5 -0.3 0.01
H 0.823 -4.030 1.271 -0.5 -0.1 0.0 0.05
O -2.586 0.770 -3.149 0.2 0.6 -0.8 -0.04
H 0.197 -0.042 0.986 0.4 1.0 0.8 0.09
H -2.658 1.230 -3.999 0.6 0.5 0.3 0.06
O -1.250 -0.554 1.657 0.1 -0.1 -0.3 -0.01
H 2.272 -1.639 3.328 -0.7 0.0 1.1 0.04
H -1.765 -1.233 1.201 0.0 0.0 0.1 0.10
O 0.210 2.798 1.329 0.2 -0.4 -0.2 -0.05
H -0.440 2.562 1.997 -0.1 0.2 0.0 0.04
H -0.215 2.572 0.485 -0.2 0.3 0.2 0.00
O 1.349 1.310 -2.852 0.3 -0.4 -0.2 -0.05
H 1.438 1.250 -3.812 -0.3 0.3 0.0 0.06
H 2.207 0.958 -2.582 0.0 0.1 0.2 0.05
H 1.465 -0.146 3.507 -0.3 -0.3 1.6 0.02
H 0.228 -1.978 -2.343 0.2 -0.3 0.4 0.08
```
Forces are in eV/Å.

The value obtained for the calculated total energy is -688.2630 hartree. The net charge is +1. As for the HOMO-LUMO gap: 10.80 eV. For the HOMO energy, the calculation gives -14.30 eV. The relative energy (zero: lowest compared OMol25 entry of this formula, charge and spin) comes out at 298.5 kJ/mol.



- Which of these has the lowest calculated total energy?
  number 2